The following is a quantum chemistry calculation of a structure of composition C14H32N2O12V at a distorted geometry, from the Open Molecules 2025 dataset.

Summary:
- Orbital gap (spin up / spin down): 0.128 / 0.209 hartree
- Spin multiplicity: 2
- Charge: -2

Structure (XYZ):
```
61
C14H32N2O12V, DFT ωB97M-V/def2-TZVPD
N -2.28692 -2.04612 -0.80199
H -0.57374 -3.15374 -0.29818
C -4.63361 0.58854 0.98325
H 1.67499 3.17767 1.04892
C 4.04572 -0.18541 1.94531
C -0.74160 2.32860 -1.26801
H 3.84575 2.24247 0.97768
H 0.42816 1.29643 -4.21645
C 3.31933 1.46447 0.42478
O 0.78423 -3.98308 -2.06187
H -5.06456 -0.19709 -1.65144
H -1.60937 2.84075 -1.68366
H -5.61558 0.81495 0.56785
H -4.54560 -0.30414 1.60251
O 0.18828 2.01308 -2.33747
H 2.63150 4.18060 3.24039
H -1.23676 -4.26817 -2.37952
H 3.55814 -0.86774 2.64158
O -3.74968 0.61535 -0.14291
O 1.49860 -1.07187 4.72026
C -0.90279 -2.52674 -1.12686
H -1.23117 1.73040 -3.88537
H 2.34164 -4.87823 -2.92981
C 1.57210 3.00546 3.68486
C 0.81601 -1.78077 3.91321
C -2.98427 -1.12529 -1.70661
O 0.20254 -1.21252 3.01149
O 2.87475 0.50722 1.40483
H -0.99692 1.39985 -0.75777
H 4.80826 0.44809 2.39843
H -2.48178 -1.77962 0.15253
O 0.98051 1.98957 3.58826
H -0.27489 -1.63611 -1.15163
O 0.65934 -3.05071 4.20130
H 0.39144 4.13893 -0.90472
C 1.26433 -4.78887 -3.06956
C -4.20756 -0.48632 -1.04317
H -0.57955 3.74931 0.46003
H 0.71965 -5.72975 -3.14806
H 4.45659 -0.83490 1.17236
O -1.17866 1.00391 1.97406
O 1.60002 3.52574 4.81279
O 2.31154 3.43522 2.72695
N 1.14474 2.58504 0.42624
O 0.50390 -0.33927 0.48224
H -2.40356 -0.32825 -2.17093
C 2.17598 1.99793 -0.39989
H -3.35072 -1.69791 -2.55863
C -0.32047 1.34634 -3.42578
H 2.62792 2.74311 -1.05453
H 1.11887 -4.31391 -4.03980
H -4.68777 1.47724 1.61204
C -0.51921 -3.45136 -2.30180
H -0.54055 0.31411 -3.15343
V 0.32748 0.66526 1.68180
H -4.65521 -1.26282 -0.42287
H -0.54041 -2.82380 -3.19277
H 1.14279 -3.08412 5.03001
H 4.07447 1.06022 -0.24936
H 1.76562 1.22670 -1.05174
C 0.05751 3.29614 -0.29950
```

Löwdin population analysis, charges in e, atoms 1 to 8: -0.03 0.12 -0.14 0.08 -0.06 -0.14 0.11 0.08


The following is a quantum chemistry calculation of a structure of composition C14H32N4O6S2 at a distorted geometry, from the Open Molecules 2025 dataset.

Summary:
- Orbital gap: 0.334 hartree
- Charge: 0

Structure (XYZ):
```
58
C14H32N4O6S2, DFT ωB97M-V/def2-TZVPD
H -0.49223 -1.57752 1.70463
O 3.39687 3.27816 -3.67621
N -0.08083 -1.53950 2.63418
N 3.19121 1.48476 0.30076
H -2.45002 -1.17244 -5.96764
C -3.76265 -0.52931 -2.80567
O 1.65985 4.29030 -2.30620
H -1.61821 -4.29409 5.51508
H 3.95778 1.16123 0.87784
H 1.69240 0.10064 -0.34768
H -0.17155 -0.28234 5.09043
H -3.49644 0.14498 -5.43426
H 2.36950 -0.20435 1.23974
H -1.29031 -1.44903 5.79815
H -1.79549 0.09776 -4.95157
C -0.54944 -1.30164 5.01013
H -4.59028 0.06275 -3.21896
H -3.41028 1.95433 -3.19557
O 2.46543 1.97194 -1.82903
H 1.27938 2.27267 1.64753
C -3.06011 -1.33811 -3.90536
H 0.28995 -1.97088 5.19872
H -0.82741 -5.59847 4.60871
H -0.66450 0.67671 -0.13361
H -0.02171 2.29530 -0.41430
H -2.34005 2.22921 -1.80656
C -0.90650 -4.51694 4.71465
C 0.88456 1.32998 1.26812
H 3.94422 0.54491 -1.49595
H -1.80016 -0.66782 3.41104
N -1.86557 -2.02798 -3.40953
H 5.15860 2.50778 -2.23974
H -3.77187 -2.10198 -4.23326
H -2.13063 -2.66656 -2.66503
C -2.04670 -2.77421 3.53773
O 3.87016 3.78372 -1.30513
C -2.67991 -0.51321 -5.13095
C 3.60038 1.49326 -1.07096
H -2.61277 -2.71714 2.60422
C -0.31604 1.58325 0.36191
H -4.19940 -1.23594 -2.09438
S 2.77450 3.42919 -2.40360
C 6.43112 3.51487 -0.13492
H -1.11896 2.05485 0.92909
H -2.77870 -2.79701 4.35606
C -1.15781 -1.52679 3.62918
H 0.07939 -4.13187 4.98627
H 0.58795 0.73922 2.13308
C 2.03172 0.58804 0.56767
H -1.69444 1.45936 -3.25443
H -1.27795 -1.33615 -2.95116
O -2.90749 0.29214 -2.03687
S 7.39099 4.68013 0.20042
C -2.57826 1.54203 -2.61751
C 4.67492 2.57577 -1.26561
N 5.66845 2.55792 -0.21975
O -1.34481 -3.99980 3.47286
H 0.41015 -2.42607 2.72322
```

Löwdin population analysis, charges in e, atoms 1 to 8: 0.08 -0.22 0.05 0.01 0.08 -0.21 -0.20 0.09


The following is a quantum chemistry calculation of a structure of composition C14H32N6O7Tm at a distorted geometry, from the Open Molecules 2025 dataset.

Summary:
- Orbital gap (spin up / spin down): 0.162 / 0.162 hartree
- Spin multiplicity: 3
- Charge: +1
- Energy above the lowest of the compared OMol25 structures with the same formula, charge and spin: 0.643 eV

Structure (XYZ):
```
60
C14H32N6O7Tm, DFT ωB97M-V/def2-TZVPD
H -0.25162 -0.39475 -4.77995
H -3.07078 -3.03664 -2.09803
H -1.12557 -3.17147 2.55612
H -1.73854 -4.10581 -2.60425
H -2.39773 -4.40226 2.72732
C 0.13072 1.71411 4.39686
C -2.10665 -3.50061 2.18273
H 1.32745 -2.87098 0.10666
O -0.01062 -3.51301 -0.85366
C 0.36188 1.30763 2.98004
O 0.98322 2.45160 -0.36977
C -3.32620 0.96098 1.09448
N -3.13297 -2.48702 2.39784
O 3.49603 1.86719 -2.60117
H -5.20619 -2.95857 2.42014
N -0.37329 -2.30637 -1.15235
O 0.04705 1.21520 -2.38447
H -4.56693 -2.36035 3.98119
H -5.47450 0.78853 2.26988
H -1.99296 -3.75062 1.11856
H -3.13521 0.75426 0.02767
C -2.14734 -3.09426 -2.70129
C -0.94062 -0.80405 -2.79144
H -0.79044 2.31739 4.49313
H -2.41323 1.39000 1.53221
C -2.92476 -1.29185 1.81860
C 0.66575 2.23209 1.92473
H 0.38479 4.07937 2.95660
C -4.33204 -2.94995 3.08494
H 0.02270 0.83176 5.03984
H 4.40944 2.15381 -2.74145
Tm -0.01386 -0.51926 0.35806
C 1.08905 3.62051 2.24960
H 0.96674 2.33100 4.76193
H 2.67196 0.03388 -2.31491
H -4.98833 -0.35598 3.52426
H -2.42543 -2.90688 -3.74562
O -1.80044 -1.14524 1.21376
N -0.36445 0.06574 -1.91531
H 1.16489 4.23918 1.35419
H -1.72166 -1.37676 -4.66218
H -1.82593 0.37126 -4.35126
H -5.71801 -0.95805 2.00071
H 2.27243 -2.26911 1.28578
N -3.74227 -0.23152 1.82995
H 0.60565 1.96996 -1.23135
N 0.58617 1.68562 0.68943
H 4.45198 0.05413 -2.10099
O 1.64301 -2.04184 0.58387
C -1.17033 -2.08802 -2.21923
H -4.11255 1.71747 1.17456
N 0.33389 0.04184 2.54238
C -1.19652 -0.51741 -4.22902
C 3.51866 0.60996 -1.93368
C -5.05606 -0.20251 2.44219
O 0.33716 -0.99467 3.52899
H -4.12777 -3.97948 3.39556
H 2.06395 3.61169 2.76018
H -0.57110 -1.35474 3.51127
H 3.36801 0.76746 -0.85966
```

Löwdin population analysis, charges in e, atoms 1 to 8: 0.10 0.09 0.09 0.08 0.10 0.02 -0.01 0.06


The following is a quantum chemistry calculation of a structure of composition C14H32O4PS5TcTe at a distorted geometry, from the Open Molecules 2025 dataset.

Summary:
- Orbital gap (spin up / spin down): 0.324 / 0.232 hartree
- Spin multiplicity: 4
- Charge: +3
- Energy above the lowest of the compared OMol25 structures with the same formula, charge and spin: 0.000 eV

Structure (XYZ):
```
58
C14H32O4PS5TcTe, DFT ωB97M-V/def2-TZVPD
C 3.00461 0.52354 1.51296
C -1.33319 -3.05646 -1.14774
H -2.79029 -4.09376 -2.32194
H -0.80809 4.94734 1.74176
C -3.94859 0.34124 1.38096
H 0.79581 -4.92116 0.56036
S 2.67651 1.47114 -0.01854
H -0.79769 4.95424 -1.67574
H 2.40891 -0.54046 -1.32324
H -2.26589 -4.98096 -0.88844
H 2.79741 2.30834 2.71816
Tc 0.29131 1.29964 0.04346
C -0.64629 3.88334 1.56076
H 2.34821 0.63124 -3.57554
H -1.51249 -2.10266 -1.65924
C 0.13991 3.26744 -2.61824
H -3.41979 0.19674 2.32066
O -1.78359 1.09264 0.10656
S -2.82889 -0.04486 0.00466
C -0.65949 3.88944 -1.48414
S 0.35341 3.68314 0.03256
C 2.94561 -4.80236 0.30536
H -1.59859 3.37044 1.42776
C 2.37061 1.30664 2.64856
H 1.13411 3.81074 2.78716
H -4.31229 1.36294 1.30686
C 2.24061 1.19204 -2.64624
H -4.73699 -0.16156 -1.42354
H 4.08451 0.46944 1.66596
H 2.53431 0.78534 3.59476
Te -0.07509 -1.78156 3.14866
H -4.27459 1.52854 -1.14974
S 0.54051 1.48194 2.43776
O -1.14569 -2.76586 0.25956
S 0.43051 1.44614 -2.37744
H 3.77921 -4.20066 0.65956
H 3.95081 0.29044 -1.70614
H -0.36719 3.37694 3.62866
C -2.51289 -3.99696 -1.27684
H -3.36219 -3.61786 -0.71624
H 3.11001 -5.83436 0.60856
H 1.11021 3.75394 -2.72334
P 0.18511 -2.08266 0.76186
O 1.43411 -2.95206 0.36556
C 1.63731 -4.29736 0.87296
H 2.92241 -4.76276 -0.78314
H 2.70421 2.17144 -2.76844
H -0.41099 3.37534 -3.55364
H 1.65781 -4.25136 1.96816
H -3.34459 0.51074 -2.27714
H 2.58911 -0.47886 1.40786
C -3.90229 0.52774 -1.34554
H -0.41829 -3.49696 -1.55244
C 2.88631 0.42294 -1.50604
H -1.62369 3.40404 -1.33774
O 0.42191 -0.79766 -0.00974
H -4.78609 -0.34906 1.33776
C 0.18061 3.29304 2.68996
```

Löwdin population analysis, charges in e, atoms 1 to 8: -0.43 -0.26 0.10 0.11 -0.19 0.13 0.90 0.11